Entry 1:
This record from the OMol25 dataset describes one molecule with the formula C4H4F2S in a non-equilibrium geometry. The level of theory is ωB97M-V/def2-TZVPD.

Output
Net charge: 0
2S+1: 1
SMILES string: F/C=C\S/C=C\F
Energy above the lowest of the compared OMol25 structures with the same formula, charge and spin: 37.20 kcal per mole

Atoms and positions in Å:
C (-1.715766, 0.109552, -0.211335)
C (-1.189562, -0.127563, 0.996478)
C (1.397448, -0.672780, 0.109272)
C (1.609693, 0.476636, -0.541677)
H (-2.677691, 0.647039, -0.403394)
H (-1.692959, 0.373087, 1.835324)
H (1.966493, -1.529990, -0.152709)
H (2.277834, 0.548297, -1.396082)
F (-1.123892, -0.322048, -1.315323)
F (0.872414, 1.565967, -0.318228)
S (0.275988, -1.068198, 1.397675)

Cartesian forces (eV/Å) of the 3 atoms listed first:
-0.488 0.189 1.102
-0.402 0.556 -0.158
-0.121 0.979 -0.056

---

Entry 2:
This record from the OMol25 dataset describes an isolated ion of composition C14H8F17N2OS and charge +1 in a non-equilibrium geometry. The level of theory is ωB97M-V/def2-TZVPD.

Output
Net charge: +1
Total energy: -76685.65423 eV
2S+1: 1

Atoms and positions in Å:
N (-1.322373, -4.163500, 1.949376)
C (-2.115344, -3.394586, 2.660340)
O (-2.975771, -2.404893, 3.387019)
C (-2.660805, -1.124030, 2.735259)
C (-1.728250, -0.011644, 3.515281)
N (-1.664330, 1.178550, 2.535276)
C (-2.753139, 1.315788, 1.671876)
C (-2.822650, 2.503269, 0.529398)
C (-1.550428, 2.189516, -0.509972)
C (-2.067904, 1.325784, -1.826306)
F (-3.178133, 0.402870, -1.491168)
F (-2.595990, 2.349706, -2.802598)
C (-0.815903, 0.579826, -2.576966)
F (-1.240685, 0.412830, -4.017514)
F (0.366831, 1.463339, -2.603487)
C (-0.519316, -0.958515, -2.038330)
F (-0.792883, -1.059066, -0.585412)
F (-1.601596, -1.790027, -2.692762)
C (0.892781, -1.600799, -2.543163)
F (1.425596, -0.985831, -3.817314)
F (0.574256, -3.024133, -2.947225)
C (2.075394, -1.737085, -1.417382)
F (3.147728, -2.559100, -2.099964)
F (1.683599, -2.583239, -0.228165)
C (2.770438, -0.334819, -0.941611)
F (1.696830, 0.432131, -0.204256)
F (3.191017, 0.563713, -2.057047)
C (4.003604, -0.479557, 0.126637)
F (3.519241, -1.020907, 1.451730)
F (5.109207, -1.370789, -0.290455)
C (4.731462, 0.970602, 0.514491)
F (3.814643, 1.949520, 1.138332)
F (5.731757, 0.608834, 1.588393)
F (5.555461, 1.522098, -0.605031)
S (-4.028679, -0.054640, 2.030011)
H (-2.037592, -1.409610, 1.767763)
H (-0.628840, -0.451518, 3.364287)
H (-1.956569, 0.247183, 4.635230)
H (-0.859094, 1.857469, 2.460029)
H (-3.868355, 2.388448, -0.006062)
H (-2.749080, 3.577997, 0.988637)
H (-0.757892, 1.496107, 0.048027)
H (-0.998241, 3.182708, -0.795203)

Cartesian forces (eV/Å) of the 3 atoms listed first:
-7.322 7.074 6.598
4.278 -3.873 -3.936
2.973 -1.137 -2.906

---

Entry 3:
This record from the OMol25 dataset describes C7H19F2NaO3S2 as an isolated structure in a non-equilibrium geometry. The level of theory is ωB97M-V/def2-TZVPD.

Output
Net charge: -2
2S+1: 1
Energy above the lowest of the compared OMol25 structures with the same formula, charge and spin: 0.00 kcal per mole

Atoms and positions in Å:
Na (-0.586144, -0.607316, 1.162720)
F (1.643720, -0.422493, 2.039664)
F (-2.118094, -1.902862, 2.537091)
C (-2.299204, 3.845302, 1.346021)
C (-1.531384, 2.611505, 0.813644)
C (-0.055235, 3.021592, 0.543433)
O (-1.657102, 1.559600, 1.644729)
H (-3.287671, 3.548743, 1.694105)
H (-2.344302, 4.688794, 0.633878)
H (-1.755047, 4.207433, 2.233257)
H (-2.012044, 2.409234, -0.207057)
H (0.311711, 3.798314, 1.225584)
H (0.081996, 3.442391, -0.477760)
H (0.608604, 2.155445, 0.618208)
C (2.468443, -2.578285, -0.050144)
S (2.861808, -3.951242, 1.038562)
O (4.345327, -4.121358, 0.929086)
C (2.544606, -3.116959, 2.570201)
H (1.921056, -1.744589, 0.419666)
H (2.049409, -2.812677, -1.027421)
H (3.470306, -2.162232, -0.222673)
H (1.471059, -3.017777, 2.709940)
H (3.014352, -2.137640, 2.588526)
H (2.974989, -3.790265, 3.321459)
C (-1.480940, -1.229368, -3.764287)
S (-0.399042, -0.767780, -2.395414)
O (-0.871193, -1.540650, -1.218604)
C (-1.026327, 0.885534, -2.179497)
H (-2.480876, -1.421610, -3.388749)
H (-1.020380, -2.094842, -4.239274)
H (-1.464841, -0.426645, -4.505065)
H (-0.925784, 1.428193, -3.124598)
H (-0.400798, 1.397856, -1.450999)
H (-2.050964, 0.846661, -1.818221)

Cartesian forces (eV/Å) of the 3 atoms listed first:
-0.483 0.092 1.432
-0.166 -0.229 -0.707
0.364 -0.122 -0.446

---

Entry 4:
This record from the OMol25 dataset describes C24H34N4O2S2 as an isolated structure in a non-equilibrium geometry. The level of theory is ωB97M-V/def2-TZVPD.

Output
Net charge: 0
2S+1: 1
Energy above the lowest of the compared OMol25 structures with the same formula, charge and spin: 542.35 kcal per mole

Atoms and positions in Å:
C (-5.308072, -0.107769, -6.288601)
C (-4.680264, -1.530205, -6.066049)
H (-5.535704, -2.359414, -5.973406)
H (-3.913492, -1.845006, -6.744921)
O (-3.786893, -1.564299, -4.713429)
C (-2.692809, -0.987066, -4.570569)
O (-2.124442, -0.494050, -5.509023)
C (-2.117406, -1.207145, -3.264306)
C (-2.862291, -1.572558, -2.106111)
C (-2.277925, -1.453788, -0.941507)
C (-1.146916, -1.196408, -0.661383)
C (-0.262732, -0.855066, -1.769113)
C (-0.628631, -0.700399, -3.166615)
H (-0.372953, -0.421793, -3.991632)
H (0.865077, -0.524491, -1.766495)
N (-0.407165, -0.936548, 0.600614)
C (-0.518932, -1.801982, 1.488505)
N (-0.262532, -1.438708, 2.817329)
C (0.042577, -0.277899, 2.977115)
H (-0.434177, 0.568830, 2.403082)
C (1.705358, -0.069165, 3.119708)
H (1.861927, 0.244557, 4.255569)
C (1.961827, 1.172455, 2.241157)
N (1.729288, 1.004046, 0.898694)
C (1.432128, 1.750620, -0.009640)
H (0.613430, 2.553813, 0.442889)
C (2.764692, 3.102930, -0.300741)
N (3.515336, 2.164312, -1.005396)
C (4.129949, 1.304055, -0.057656)
H (4.906459, 0.741191, -0.728288)
C (2.921969, 0.137763, 0.159070)
H (3.435558, -0.666124, 0.819971)
H (2.596118, -0.198814, -0.796379)
H (4.714547, 1.614968, 0.796517)
C (4.719082, 3.129329, -1.573993)
C (5.351627, 3.843363, -0.676565)
H (5.031001, 4.463471, -0.124670)
H (6.108589, 4.702858, -1.200499)
H (6.060220, 3.257221, 0.039685)
H (5.150515, 2.427045, -2.054920)
H (4.115408, 3.953007, -2.350981)
H (2.096006, 3.972033, -0.728032)
H (3.008376, 3.476485, 0.774778)
H (1.184523, 1.769407, -0.905827)
H (3.143093, 1.304830, 2.519136)
H (1.540414, 2.104693, 2.335853)
H (2.172210, -0.804363, 2.633979)
H (-0.213680, 0.192211, 3.924385)
C (-0.372132, -2.582298, 3.864464)
C (-1.665553, -2.269753, 4.818208)
C (-2.856573, -2.838325, 4.373760)
C (-3.838389, -2.422440, 5.294834)
C (-3.365223, -1.634512, 6.087147)
S (-1.642690, -1.111541, 6.024255)
H (-3.870822, -0.929365, 6.997627)
H (-5.049263, -2.534769, 5.272403)
H (-2.930642, -3.456902, 3.577184)
H (0.507269, -2.240459, 4.625325)
H (-0.408264, -3.496344, 3.482186)
S (-1.412258, -3.180040, 1.156110)
H (0.516303, -0.449673, 0.525078)
H (-2.940479, -1.676954, -0.069406)
H (-3.910921, -1.819015, -2.316927)
H (-4.463641, 0.641752, -6.191047)
H (-5.864806, 0.229846, -5.492006)
H (-5.762206, -0.171643, -7.230482)

Cartesian forces (eV/Å) of the 3 atoms listed first:
4.672 -1.147 0.618
-0.433 -0.070 2.496
2.261 1.753 0.340